# C11H19NO2

2 unconnected molecules or ions with the total composition C11H19NO2 (ωB97M-V/def2-TZVPD, the Open Molecules 2025 dataset).

XYZ file:
```
33
Properties=species:S:1:pos:R:3
C 1.160 0.173 -0.929
C 1.038 1.710 -0.806
C -0.094 2.340 -1.685
O -0.893 1.350 -2.407
C -2.055 1.105 -1.832
C -2.207 0.309 -0.672
C -3.441 0.062 -0.149
N -4.545 0.565 -0.745
C -4.440 1.336 -1.840
C -3.238 1.631 -2.419
H 0.559 -0.331 -0.160
H 0.959 -0.210 -1.945
H 2.203 -0.107 -0.708
H 2.010 2.137 -1.102
H 0.899 2.022 0.242
H -0.720 3.049 -1.114
H 0.411 2.936 -2.461
H -1.342 -0.141 -0.178
H -3.608 -0.557 0.732
H -5.450 0.342 -0.346
H -5.378 1.692 -2.273
H -3.225 2.247 -3.317
C 4.083 -2.482 2.332
C 2.908 -1.484 2.363
C 1.590 -2.288 2.447
O 2.910 -0.767 1.214
H 4.024 -3.148 1.467
H 5.040 -1.956 2.295
H 4.090 -3.113 3.236
H 2.995 -0.939 3.334
H 1.466 -2.949 1.584
H 0.725 -1.617 2.495
H 1.567 -2.918 3.351
```

Properties
Lowest unoccupied orbital energy   -2.0493 eV
Gap between HOMO and LUMO   2.561 eV
Relative energy (zero: lowest compared OMol25 entry of this formula, charge and spin)   578.9 kJ/mol

---

# C11H19NOTi

A molecular structure, C11H19NOTi (ωB97M-V/def2-TZVPD, the Open Molecules 2025 dataset).

XYZ file:
```
33
Properties=species:S:1:pos:R:3
C -0.914 1.003 -2.884
C 0.491 0.797 -3.135
C 1.234 1.614 -2.216
C 0.302 2.324 -1.400
C -1.026 1.952 -1.801
Ti -0.065 -0.005 -1.048
N -1.449 -1.339 -1.032
C -0.503 -2.425 -1.275
C 0.846 -1.812 -1.657
H 2.316 1.729 -2.200
H 0.917 0.178 -3.920
H 0.552 3.115 -0.697
H -1.952 2.385 -1.428
H -1.737 0.599 -3.468
H 0.981 -1.798 -2.746
H -0.864 -3.103 -2.078
H -2.413 -1.605 -0.828
H 1.677 -2.286 -1.142
H -0.405 -3.122 -0.408
C 1.366 -0.593 2.693
C 0.188 0.173 2.106
C -1.098 -0.599 2.398
C 0.127 1.548 2.754
O 0.373 0.343 0.697
H 1.277 -0.635 3.786
H 2.326 -0.126 2.438
H 1.394 -1.626 2.329
H -1.268 -0.707 3.479
H -1.958 -0.073 1.964
H -1.039 -1.603 1.958
H 1.017 2.144 2.512
H -0.747 2.108 2.405
H 0.054 1.446 3.842
```

Properties
Lowest unoccupied orbital energy   0.5827 eV
Gap between HOMO and LUMO   8.656 eV
Relative energy (zero: lowest compared OMol25 entry of this formula, charge and spin)   0.0 kJ/mol

---

Number 1: HOMO energy -4.61 eV. Number 2: HOMO energy -8.07 eV.